{"formula": "C18H48F6N6O6P", "method": "the ωB97M-V functional and the def2-TZVPD basis", "lumo_energy_ev": [-9.1, -9.1], "total_charge": 4, "gap_ev": [2.52, 7.26], "multiplicity": 2, "symbols": ["C", "C", "O", "N", "H", "H", "C", "H", "H", "H", "H", "H", "H", "C", "C", "O", "N", "H", "H", "C", "H", "H", "H", "H", "H", "H", "C", "C", "O", "N", "H", "H", "C", "H", "H", "H", "H", "H", "H", "C", "C", "O", "N", "H", "H", "C", "H", "H", "H", "H", "H", "H", "C", "C", "O", "N", "H", "H", "C", "H", "H", "H", "H", "H", "H", "C", "C", "O", "N", "H", "H", "C", "H", "H", "H", "H", "H", "H", "P", "F", "F", "F", "F", "F", "F"], "coordinates": [[2.857502, -2.582859, 6.970114], [3.200602, -1.434829, 6.034254], [2.793832, -0.250029, 6.198314], [4.088442, -1.740159, 4.827034], [4.968162, -1.263539, 4.964964], [4.164502, -2.746739, 4.793874], [3.408692, -1.144739, 3.557614], [2.056752, -2.136489, 7.559744], [3.605302, -2.853989, 7.715364], [2.493132, -3.426349, 6.383714], [3.635372, -0.085629, 3.435104], [2.358152, -1.434639, 3.578364], [3.841982, -1.666529, 2.704324], [-1.005918, 1.212331, -2.849076], [-1.344488, 0.579611, -4.115016], [-0.526098, -0.157739, -4.613576], [-2.690178, 0.912381, -4.740896], [-3.481578, 0.375061, -4.416736], [-2.896268, 1.845991, -4.415306], [-2.827958, 0.957051, -6.237416], [-1.540798, 0.559481, -2.159296], [-1.357328, 2.229511, -2.675966], [0.061462, 1.225991, -2.628606], [-3.265478, 0.024861, -6.594766], [-1.811938, 1.048541, -6.621386], [-3.272408, 1.949041, -6.318236], [4.331062, 6.484911, -0.068496], [3.140072, 5.579351, -0.230466], [3.329442, 4.385881, -0.140216], [1.746512, 6.130691, -0.502786], [1.362992, 6.226171, 0.426674], [1.718482, 7.048591, -0.923216], [0.943112, 5.149411, -1.381196], [5.008762, 5.965231, 0.608824], [3.972452, 7.399101, 0.404534], [4.858352, 6.771421, -0.978426], [1.458992, 5.082211, -2.339036], [-0.013538, 5.661041, -1.486786], [0.983332, 4.184131, -0.876496], [3.067112, -2.725669, -1.018856], [2.296712, -3.936159, -1.473356], [1.743892, -4.672949, -0.714696], [2.244592, -4.137009, -3.004786], [3.094522, -3.871759, -3.481606], [2.123862, -5.120209, -3.201886], [1.061272, -3.353299, -3.644846], [4.048022, -2.998349, -1.408156], [3.292832, -2.738109, 0.047444], [2.685372, -1.836249, -1.520166], [1.006852, -2.353959, -3.213026], [0.159682, -3.937309, -3.460036], [1.441542, -3.412149, -4.664666], [-5.772868, 0.281241, 1.979114], [-4.696348, 1.135311, 1.349594], [-4.643878, 1.439141, 0.168134], [-3.750638, 1.676421, 2.429944], [-4.243548, 2.100161, 3.202974], [-3.196688, 0.950591, 2.861704], [-2.809198, 2.679921, 1.693404], [-6.759378, 0.480661, 1.560634], [-6.047568, 0.701871, 2.946434], [-5.574288, -0.786539, 1.886874], [-3.221188, 3.642961, 1.391874], [-2.332368, 2.083791, 0.915344], [-2.037128, 2.827731, 2.448494], [-3.385938, -1.631279, -0.761386], [-2.128568, -2.484819, -0.822406], [-1.653008, -2.675159, -1.855896], [-1.612948, -3.261509, 0.398864], [-0.817138, -2.734219, 0.728644], [-2.325398, -3.166159, 1.108384], [-1.513338, -4.749909, 0.054214], [-3.272708, -0.787689, -0.080466], [-4.323378, -2.182639, -0.688476], [-3.333208, -1.081299, -1.700976], [-2.475978, -5.182089, -0.218996], [-1.128318, -5.163249, 0.986414], [-0.724978, -4.779779, -0.697916], [0.722712, -0.048199, 0.931914], [1.241572, 0.631791, 2.344214], [-0.846758, 0.126921, 1.279684], [0.929872, 1.476801, 0.273104], [0.184032, -0.627499, -0.361426], [2.271362, -0.321359, 0.532024], [0.657432, -1.542499, 1.625204]], "atomic_forces_ev_per_a": [[-0.527, 1.183, -0.540], [-1.675, 4.899, 2.268], [2.231, -5.535, -1.453], [-2.062, 1.417, -0.248], [0.689, -0.137, 0.128], [0.558, -0.332, -0.326], [0.644, -1.220, -0.282], [-0.217, -0.350, -0.040], [0.479, -0.075, -0.474], [0.111, -0.238, 0.248], [-0.391, -0.171, 0.558], [0.093, 0.569, 0.208], [0.179, 0.019, 0.101], [-1.262, 0.587, 0.990], [-0.688, 2.613, 0.207], [1.831, -3.463, -2.634], [0.747, 0.216, 0.443], [-0.596, -0.855, 0.479], [-0.038, 0.275, 0.228], [1.508, 0.659, 0.632], [0.221, 0.128, 1.559], [-0.354, 0.288, -0.025], [-0.114, -0.374, -0.254], [-0.426, 0.654, -0.152], [-0.055, -0.212, -0.092], [-0.789, -0.670, -1.296], [-1.138, 0.928, 0.733], [3.387, -2.509, -0.344], [-2.139, 2.036, -0.326], [0.361, -1.492, -0.512], [-0.676, 0.028, 0.419], [0.458, 0.532, -0.197], [0.489, 0.888, 0.578], [-0.011, 0.100, -0.192], [0.354, 0.321, 0.077], [-0.278, -0.253, -0.232], [-0.060, 0.082, 0.108], [-0.157, -0.674, -0.067], [-0.432, 0.149, -0.095], [0.813, -1.427, -1.306], [-0.085, 0.633, 1.848], [-0.098, -0.247, -1.625], [-0.966, 0.250, 1.405], [0.556, 0.402, 0.132], [-0.203, -0.630, 0.043], [1.166, -0.919, -0.029], [0.515, 0.647, -0.514], [-1.066, 0.367, -0.078], [0.283, 0.236, 0.510], [0.040, -0.042, -0.338], [0.124, 0.221, -0.198], [-1.111, 0.700, -0.280], [-0.692, 1.091, -0.084], [-2.601, -0.467, -2.316], [1.065, -0.450, 3.794], [0.766, 1.930, -2.853], [-0.626, 0.403, 0.173], [0.430, -0.582, -0.117], [1.320, -1.122, 1.698], [0.256, -0.174, -1.169], [0.825, -0.817, 0.779], [0.057, 0.086, 0.515], [-0.613, -0.597, 0.055], [-0.315, 0.395, -0.202], [0.110, 0.428, -0.148], [0.974, 0.986, 0.244], [-2.704, 0.725, 0.952], [2.428, -1.104, -2.109], [-2.320, 0.103, -1.096], [1.306, -0.216, 0.344], [-0.208, 0.125, 0.502], [1.717, 0.888, 0.935], [-0.252, -0.430, 0.696], [0.141, -0.048, 0.257], [-0.327, -0.443, -0.238], [0.123, 0.403, -0.097], [-0.116, -0.499, -0.261], [-0.444, -0.493, -0.066], [3.037, 3.186, 2.226], [-1.081, -1.056, -0.551], [-0.705, 1.162, 1.521], [-1.289, -1.266, 0.323], [-0.123, -1.678, -3.854], [-0.329, -0.501, 0.087], [-0.038, -0.169, 0.306]]}